Record 1
Computed, not measured: a 11-piece molecular cluster, C54H85N5O22 overall at a distorted geometry, with ωB97M-V/def2-TZVPD.

Structure (ORCA input):
```
! wB97M-V def2-TZVPD RIJCOSX def2/J DEFGRID3
* xyz 0 1
O -4.07 0.20 -1.08
O -2.52 6.32 1.84
O -1.43 -3.59 1.76
O 4.35 -4.51 1.56
O 3.82 3.33 3.69
O 1.45 -2.91 -3.28
O 1.96 -2.97 -1.29
O -2.92 -1.70 7.98
O -3.11 -3.29 -4.29
O -0.98 0.93 -4.27
O 5.04 -0.06 0.81
O 1.50 5.23 4.22
O -6.01 0.96 -0.71
O -1.15 4.05 -0.63
O -3.87 0.03 -5.16
O 0.26 0.08 0.07
O 6.68 -0.56 -0.47
O -0.81 0.34 2.72
O 2.80 -1.97 3.67
O -3.25 -2.61 4.68
O -0.45 2.15 -5.94
O -3.15 0.35 8.59
N -0.66 1.10 -5.41
N -2.52 -0.59 8.14
N 5.56 -0.19 -0.28
N 2.31 -3.04 -2.45
N -4.98 0.95 -1.32
C 5.40 0.13 -2.68
C 0.31 5.87 3.92
C 1.37 0.34 6.73
C 4.71 0.12 -1.48
C -3.35 3.08 -3.94
C 3.84 -2.69 3.07
C 5.28 -3.43 -4.56
C -0.28 -1.27 -5.50
C -0.46 -0.03 -7.55
C 4.14 -5.85 1.25
C -1.15 -0.26 7.68
C -0.42 4.10 -1.83
C 2.65 0.43 -2.63
C -1.38 5.29 0.03
C -1.50 -3.21 3.12
C -3.87 -1.35 -5.22
C -0.05 -2.44 -6.17
C 1.45 3.86 3.86
C 2.29 -0.96 2.85
C -0.11 -2.37 -7.57
C 0.71 1.22 7.60
C -0.54 0.96 8.02
C 4.70 -3.38 -1.84
C 3.30 0.34 -3.82
C 3.98 -3.21 -4.15
C -5.64 3.57 -3.84
C 6.31 -3.62 -3.63
C 3.33 0.23 -1.40
C 3.69 -3.19 -2.81
C -0.45 -1.21 7.02
C 0.02 1.30 0.69
C -3.54 2.10 -2.95
C 4.80 2.35 3.74
C -2.18 5.06 1.30
C -0.10 -3.79 1.40
C -2.95 -3.17 3.37
C -5.86 2.66 -2.84
C -4.79 1.89 -2.40
C -1.48 0.61 3.87
C -4.40 3.73 -4.49
C 2.66 3.08 4.36
C 3.30 -3.70 2.01
C -4.62 -2.80 5.02
C 0.83 -0.91 6.55
C -0.27 -1.22 -8.27
C 5.96 -3.62 -2.28
C -1.18 1.24 1.68
C -0.70 -0.30 -0.90
C -3.69 6.31 2.64
C -0.44 -0.11 -6.18
C -2.48 -4.07 -3.29
C -3.37 -1.92 -3.88
C -4.26 0.57 -6.38
C 4.68 0.18 -3.86
H -1.13 0.60 -1.39
H 0.44 -2.95 1.80
H -1.36 2.22 2.16
H -0.59 0.91 -8.08
H 3.57 -6.36 2.06
H -5.23 0.16 -6.65
H -0.25 -0.90 -1.70
H 0.32 6.79 4.54
H 2.03 -1.27 1.79
H 3.19 -3.10 -4.89
H 0.24 -4.74 1.83
H -3.56 0.31 -7.20
H -2.35 3.26 -4.24
H -3.37 -4.16 3.36
H 4.46 -3.37 -0.76
H 6.70 -3.86 -1.58
H 0.96 1.53 1.21
H -2.79 -3.70 -2.32
H -4.31 4.33 -5.37
H 4.53 -1.97 2.63
H -0.03 -3.73 0.31
H 2.51 -4.36 2.40
H -1.31 -0.19 4.65
H -4.42 6.98 2.16
H 5.20 2.22 4.76
H -3.19 -1.73 -5.94
H -6.81 2.56 -2.36
H -4.86 -2.44 6.03
H -3.06 4.46 0.97
H 0.30 6.07 2.83
H -1.59 -0.82 -0.46
H 0.54 3.36 4.29
H -2.49 -1.39 -3.52
H 1.40 3.70 2.75
H 1.61 0.65 -2.60
H 2.83 0.23 -0.44
H 3.06 -0.13 2.76
H -1.50 4.43 1.95
H -0.77 4.81 -2.59
H -1.36 -3.89 -3.39
H -0.56 5.21 4.21
H 7.34 -3.66 -4.03
H -1.01 -3.90 3.83
H -2.67 1.53 -2.60
H 2.39 1.98 4.24
H -1.07 1.69 8.61
H -0.30 2.08 -0.04
H -5.16 -2.11 4.34
H -4.37 1.63 -6.32
H 4.32 -3.27 3.87
H 6.48 -0.09 -2.59
H 0.16 -3.24 -8.14
H 5.57 2.69 3.04
H 5.15 -6.21 1.11
H -3.52 -2.59 2.66
H -2.58 0.62 3.69
H 1.30 -1.70 5.97
H -0.22 -1.18 -9.34
H -2.05 5.92 -0.59
H -0.84 -2.26 6.96
H -0.40 -1.26 -4.45
H -1.15 1.51 4.43
H 1.15 2.21 7.90
H 0.22 -3.31 -5.60
H -4.24 5.38 2.67
H -0.46 5.78 0.22
H 4.28 1.47 3.34
H 2.81 0.58 -4.75
H -3.40 6.76 3.57
H -0.98 -2.21 3.22
H 0.61 4.41 -1.57
H -4.14 -1.97 -3.13
H 1.38 -0.52 3.29
H -2.10 0.84 1.29
H 5.46 -3.33 -5.60
H 3.48 -5.94 0.38
H 2.84 -3.12 1.18
H 2.30 0.57 6.23
H 2.74 3.21 5.47
H -2.74 -5.10 -3.38
H -6.47 4.08 -4.24
H -0.39 3.09 -2.24
H -5.02 -3.83 4.87
H -4.90 -1.76 -5.49
H 5.18 0.22 -4.80
*
```

Summary:
SMILES string: O=[N+]([O-])c1ccccc1.O=[N+]([O-])c1ccccc1.O=[N+]([O-])c1ccccc1.O=[N+]([O-])c1ccccc1.O=[N+]([O-])c1ccccc1.COCCOC.COCCOC.COCCOC.COCCOC.COCCOC.COCCOC
E_tot in a.u.: -4036.886676
Relative energy (zero: lowest compared OMol25 entry of this formula, charge and spin) in kcal/mol: 20.4
HOMO energy in eV: -9.1
HOMO-LUMO gap in eV: 8.250
Largest force on an atom in eV/A: 3.4

***

Record 2
Computed, not measured: a 5-piece molecular cluster, C54H87BrF7IN2O5S overall at a distorted geometry, with ωB97M-V/def2-TZVPD.

Structure (ORCA input):
```
! wB97M-V def2-TZVPD RIJCOSX def2/J DEFGRID3
* xyz 0 1
I -0.60 1.76 -8.17
Br -4.20 -0.75 -0.53
S 3.17 2.96 -3.04
F 1.82 -3.16 -0.39
F 0.75 -3.96 -2.74
F 1.36 -5.62 -1.41
F -0.57 -5.61 -2.35
F -1.43 -3.54 -1.05
F -0.64 -5.15 0.24
F 0.78 -3.62 1.44
O -1.96 0.49 2.10
O -4.19 1.30 -2.93
O 0.69 -4.16 4.49
O 1.97 -0.52 -0.47
O 5.14 2.47 -1.31
N 4.91 4.60 -1.68
N 5.92 4.39 -0.78
C -2.00 6.75 -0.32
C -3.61 9.04 2.18
C 2.77 -12.03 -1.26
C -0.33 -4.14 -0.58
C 3.93 10.41 1.49
C -0.17 0.49 -0.95
C -5.08 9.01 2.59
C -1.29 0.78 -0.21
C -4.15 2.11 -4.21
C 3.81 -10.12 5.77
C -0.86 2.06 -2.57
C -4.28 2.66 -2.79
C 1.85 -11.55 -2.39
C -1.65 -3.88 3.91
C -1.85 -2.40 1.83
C -0.46 -4.83 3.99
C 1.35 0.85 -2.91
C -1.32 -2.50 3.30
C -1.01 -1.42 1.04
C 3.44 -9.74 -3.29
C 2.64 1.40 -2.27
C 2.51 9.89 1.72
C 2.60 -10.98 -3.59
C 0.76 -0.57 -0.40
C 1.59 10.10 0.52
C -4.00 8.33 -0.27
C 4.48 3.42 -1.97
C -4.53 0.93 0.41
C 2.63 -8.16 4.63
C -0.75 1.80 -5.14
C 2.66 -8.56 -2.70
C 6.05 3.16 -0.55
C -1.49 0.01 1.09
C 0.61 -3.12 0.19
C 3.91 -8.99 4.74
C -2.99 3.38 -2.26
C 1.79 -8.67 1.65
C -3.43 2.04 0.24
C -0.59 12.01 1.70
C -0.56 2.74 -3.90
C 1.58 -8.02 -3.63
C 0.06 -1.71 0.31
C 1.40 -8.94 4.16
C -1.98 2.35 -1.81
C -4.87 0.66 1.90
C 0.37 -4.82 -1.80
C -1.44 2.53 -6.32
C -3.40 9.35 0.70
C 0.09 1.13 -2.13
C -2.22 1.70 -0.59
C 1.54 -9.64 2.81
C -3.50 6.90 -0.09
C 1.36 11.56 0.13
C 0.79 12.45 1.23
H 2.21 -8.85 -1.75
H 0.82 -8.77 -3.85
H -3.14 8.08 2.44
H -2.32 9.45 0.51
H 3.41 0.64 -2.28
H -5.24 3.09 -2.53
H -4.40 -0.27 2.19
H -1.19 3.60 -4.08
H -5.55 9.98 2.38
H -1.30 12.01 0.87
H -1.70 5.70 -0.21
H 4.56 10.21 2.36
H 2.72 -8.12 1.78
H -1.97 -3.37 1.36
H -3.83 10.33 0.48
H 4.25 -10.00 -2.60
H 2.02 -7.69 -4.58
H 3.26 -11.76 -3.99
H -3.09 9.80 2.77
H 4.76 -10.66 5.84
H 0.22 1.49 -5.52
H -1.85 -1.75 3.89
H -2.42 -4.36 3.29
H 0.63 9.63 0.73
H 1.46 -0.24 -2.95
H 3.93 -9.42 -4.22
H 0.68 11.59 -0.73
H 2.00 9.57 -0.34
H -3.76 6.53 0.91
H 1.89 -10.76 -4.38
H -5.63 8.24 2.06
H -3.77 8.66 -1.30
H -0.26 -2.26 3.34
H 4.39 9.91 0.63
H 2.34 -10.38 2.85
H -2.50 2.32 -6.37
H 4.73 -8.33 5.03
H -2.68 3.98 -3.11
H 0.72 13.47 0.85
H -0.27 -5.31 3.03
H 2.56 8.82 1.94
H 2.09 10.37 2.61
H 3.37 -7.76 -2.48
H -1.30 0.89 -4.89
H 1.85 -9.22 0.71
H 1.25 -12.40 -2.73
H 1.47 12.49 2.08
H 3.45 -12.80 -1.62
H -2.86 -1.97 1.91
H -4.51 1.46 2.55
H 2.81 -7.33 3.95
H -3.93 2.95 -0.08
H -5.02 1.68 -4.70
H -5.17 8.82 3.66
H 3.95 11.48 1.31
H 1.13 -9.68 4.92
H -4.03 6.26 -0.80
H -0.65 -5.66 4.69
H -5.45 1.34 -0.02
H 3.59 -9.72 6.76
H 3.36 -11.21 -0.85
H 2.44 1.59 -1.22
H -3.23 1.62 -4.51
H -1.42 7.33 0.39
H 1.31 1.17 -3.95
H -3.07 2.25 1.25
H 0.62 -10.19 2.61
H 0.47 3.11 -3.93
H -3.34 4.04 -1.47
H -1.23 3.59 -6.34
H 3.04 -10.84 5.51
H 0.97 -7.95 1.57
H -0.97 12.69 2.46
H 2.41 -7.72 5.60
H 1.46 -4.38 3.96
H 0.55 -8.24 4.11
H -5.09 8.34 -0.19
H -1.72 7.07 -1.33
H 1.14 -10.82 -1.99
H -2.07 -3.72 4.91
H 1.08 -7.18 -3.18
H 2.30 12.00 -0.22
H 2.18 -12.45 -0.45
H -0.57 11.00 2.13
H -5.96 0.56 1.97
H 6.74 2.68 0.12
H 4.18 -9.41 3.77
*
```

Summary:
SMILES string: C[C@H](Br)Cc1c(C[C@H]2CO2)c(CCCI)c(CCSc2nnco2)c2c1C(=O)C(CCCCO)=C(C(F)(F)C(F)(F)C(F)(F)F)C2=O.CCCCCC.CCCCCC.CCCCCC.CCCCCC
E_tot in a.u.: -6564.354078
HOMO energy in eV: -9.1
HOMO-LUMO gap in eV: 8.005
Largest force on an atom in eV/A: 3.6

***

Q: Look up the HOMO-LUMO gap of the second one.
A: 8.005 eV

***

Q: Among the records above, which one has the lowest E_tot?
A: C54H87BrF7IN2O5S

***

Q: The lowest HOMO-LUMO gap belongs to which entry?
A: C54H87BrF7IN2O5S